Density functional theory data (ωB97M-V/def2-TZVPD) for a cluster of 8 separate species, C8H32O8 in total at a distorted geometry.

The geometry in XYZ format:
```
48
Properties=species:S:1:pos:R:3
O 2.749 0.562 -1.535
H 2.818 1.337 -0.964
H 1.914 0.139 -1.275
O -2.910 -0.851 -1.808
H -2.953 -0.382 -2.651
H -3.242 -1.736 -2.004
O -3.173 -0.799 1.148
H -3.858 -1.476 1.146
H -2.736 -0.886 0.289
O 4.992 -1.451 -0.081
H 5.676 -0.846 0.223
H 4.266 -0.878 -0.370
C -0.662 2.687 -1.238
C -1.283 2.426 0.127
O -2.169 3.494 0.454
H -0.254 3.699 -1.290
H -1.447 2.628 -1.996
H 0.148 1.995 -1.464
H -0.545 2.349 0.922
H -1.831 1.482 0.110
H -2.649 3.700 -0.355
C 1.629 -1.105 1.207
C 0.204 -1.253 0.743
O 0.066 -0.563 -0.515
H 1.740 -1.254 2.282
H 2.018 -0.106 1.020
H 2.251 -1.865 0.728
H -0.449 -0.746 1.466
H -0.209 -2.262 0.689
H -0.824 -0.719 -0.854
C 0.193 0.939 4.022
C -0.458 2.059 4.822
O 0.104 3.310 4.464
H -0.195 0.003 4.433
H 1.276 0.991 4.119
H -0.117 0.998 2.980
H -0.324 1.883 5.894
H -1.533 2.027 4.620
H -0.582 3.961 4.309
C 0.995 -2.218 -4.346
C 0.042 -2.655 -3.261
O -0.972 -3.506 -3.852
H 1.536 -3.067 -4.764
H 1.723 -1.487 -3.996
H 0.436 -1.767 -5.170
H -0.436 -1.803 -2.782
H 0.587 -3.262 -2.532
H -1.554 -3.725 -3.117
```

total energy = -25194.0019 eV
energy above the lowest of the compared OMol25 structures with the same formula, charge and spin = 18.4 kcal per mole
2S+1 = 1
SMILES = CCO.CCO.CCO.CCO.O.O.O.O
HOMO = -10.2 eV
Kohn-Sham gap = 9.95 eV
maximum force = 1.662 eV/A